Entry 1:
This record from the OMol25 dataset describes 2 unconnected molecules or ions with the total composition C6H14N2O2 in a non-equilibrium geometry. The level of theory is ωB97M-V/def2-TZVPD.

The geometry in XYZ format:
```
24
C6H14N2O2 | the OMol25 dataset | ωB97M-V/def2-TZVPD
C 1.966 -0.616 -0.970
C -1.294 -1.089 -2.932
C 1.077 -1.147 -2.058
O 1.313 -1.698 -3.084
N -0.225 -0.612 -1.974
H 2.181 0.351 -1.073
H -0.459 -0.408 -1.028
H -0.651 -1.536 -3.763
H 1.455 -0.401 0.073
H 2.904 -1.223 -0.885
H -1.889 -1.947 -2.597
H -1.911 -0.132 -3.177
C 0.373 -0.373 3.318
C -1.005 2.272 0.664
C -0.902 0.891 1.451
O -1.414 -0.162 1.088
N -0.107 0.909 2.629
H 0.561 1.633 2.837
H 0.549 -1.164 2.564
H -2.068 2.479 0.474
H 1.298 -0.281 3.786
H -0.510 -0.967 3.972
H -0.467 3.094 1.111
H -0.775 2.129 -0.425
```

Computed properties:
HOMO = -9.2 eV
energy relative to the best compared isomer or geometry (same formula, charge and spin) = 255.5 kJ/mol
total charge = 0
SMILES = CNC(C)=O.CNC(C)=O

---

Entry 2:
This record from the OMol25 dataset describes 2 unconnected molecules or ions with the total composition C15H30BFN3O3S in a non-equilibrium geometry. The level of theory is ωB97M-V/def2-TZVPD.

The geometry in XYZ format:
```
54
C15H30BFN3O3S | the OMol25 dataset | ωB97M-V/def2-TZVPD
O -1.260 -0.310 1.026
C -0.392 0.569 1.303
C -0.912 1.876 2.091
B -0.821 3.177 1.057
F -0.351 4.420 1.746
C -2.307 3.516 0.406
C -2.107 3.880 -1.142
C -3.065 3.098 -2.157
C -3.254 1.543 -1.835
C -3.498 0.616 -3.142
C -2.190 -0.311 -3.289
C -2.197 -1.600 -2.323
S -1.163 -2.976 -3.100
C 0.338 -2.181 -3.814
N 0.430 -1.167 -4.836
N 1.695 -0.753 -5.126
C 2.480 -1.577 -4.242
O 1.710 -2.456 -3.456
H 0.729 0.477 1.072
H -1.986 1.701 2.446
H -0.191 2.017 2.984
H -0.001 2.899 0.238
H -2.987 2.623 0.612
H -2.724 4.387 1.040
H -2.361 5.004 -1.251
H -1.004 3.802 -1.466
H -4.066 3.641 -2.192
H -2.585 3.192 -3.206
H -4.194 1.418 -1.186
H -2.362 1.127 -1.243
H -4.383 -0.093 -2.936
H -3.679 1.223 -4.095
H -2.177 -0.700 -4.365
H -1.251 0.318 -3.096
H -3.295 -1.950 -2.274
H -1.804 -1.306 -1.290
H 3.603 -1.421 -4.274
C 3.112 -3.674 3.990
C 2.671 -3.058 2.664
C 3.593 -1.926 2.167
O 3.438 -0.691 2.856
C 4.099 -0.628 4.108
N 1.281 -2.604 2.790
H 2.856 -3.050 4.848
H 2.617 -4.637 4.142
H 4.192 -3.849 4.002
H 2.702 -3.856 1.913
H 3.332 -1.714 1.125
H 4.646 -2.236 2.164
H 5.045 -1.178 4.103
H 3.443 -0.999 4.898
H 4.310 0.422 4.326
H 0.954 -2.296 1.875
H 1.290 -1.747 3.344
```

Computed properties:
HOMO = -5.0 eV
total charge = -1

---

Entry 3:
This record from the OMol25 dataset describes a single C6H9N molecule in a non-equilibrium geometry. The level of theory is ωB97M-V/def2-TZVPD.

The geometry in XYZ format:
```
16
C6H9N | the OMol25 dataset | ωB97M-V/def2-TZVPD
C 2.943 0.416 0.129
C 1.466 0.425 0.116
C 0.846 -0.706 -0.396
C -0.492 -1.012 -0.427
N -1.456 -0.496 0.339
C -2.730 0.010 -0.072
C -1.720 0.875 0.627
H 3.343 1.275 -0.426
H 3.446 -0.481 -0.256
H 3.334 0.604 1.137
H -0.838 -1.829 -1.064
H 1.354 -1.598 -0.768
H -3.581 -0.366 0.486
H -2.889 0.171 -1.138
H -1.170 1.598 0.036
H -1.856 1.115 1.677
```

Computed properties:
HOMO = -7.1 eV
energy relative to the best compared isomer or geometry (same formula, charge and spin) = 500.6 kJ/mol
total charge = 0

---

Entry 4:
This record from the OMol25 dataset describes a single C5H8O2 molecule in a non-equilibrium geometry. The level of theory is ωB97M-V/def2-TZVPD.

The geometry in XYZ format:
```
15
C5H8O2 | the OMol25 dataset | ωB97M-V/def2-TZVPD
C -0.801 -1.544 1.067
C -0.227 -0.508 0.174
C 0.194 -0.546 -1.225
C -0.353 0.851 -0.348
O -1.460 1.458 -0.853
C 0.632 1.427 0.609
O 0.973 0.106 1.014
H -0.027 -2.319 1.146
H -1.721 -2.003 0.703
H -0.938 -1.096 2.050
H 1.026 -1.227 -1.473
H -0.425 -0.341 -2.086
H -1.227 2.376 -1.049
H 1.421 2.029 0.143
H 0.162 2.032 1.409
```

Computed properties:
HOMO = -8.9 eV
energy relative to the best compared isomer or geometry (same formula, charge and spin) = 400.8 kJ/mol
total charge = 0
SMILES = C[C@@]12C[C@]1(O)CO2

---

Entry 5:
This record from the OMol25 dataset describes a single C4H5N3O molecule in a non-equilibrium geometry. The level of theory is ωB97M-V/def2-TZVPD.

The geometry in XYZ format:
```
13
C4H5N3O | the OMol25 dataset | ωB97M-V/def2-TZVPD
C 0.929 -0.288 0.302
C 0.651 1.190 -0.119
C -1.624 -1.312 -0.081
C -0.362 -0.702 -0.087
H 2.955 -0.331 0.007
H 1.027 -0.103 1.497
H 1.174 1.558 -0.977
H 0.538 2.054 0.640
H -2.125 -2.384 -0.216
N -0.730 0.619 -0.311
N -2.126 0.836 -0.130
N -2.540 -0.367 -0.124
O 2.234 -0.770 -0.401
```

Computed properties:
HOMO = -9.6 eV
energy relative to the best compared isomer or geometry (same formula, charge and spin) = 546.7 kJ/mol
total charge = 0
SMILES = O[C@H]1Cn2nncc21

---

Entry 6:
This record from the OMol25 dataset describes 17 unconnected molecules or ions with the total composition C90H82Cl6N14O28 in a non-equilibrium geometry. The level of theory is ωB97M-V/def2-TZVPD.

The geometry in XYZ format:
```
220
C90H82Cl6N14O28 | the OMol25 dataset | ωB97M-V/def2-TZVPD
Cl 1.505 -0.289 2.138
C -0.134 0.293 1.815
C -0.659 0.201 0.317
Cl -2.333 0.644 0.374
H -0.236 1.371 1.937
H -0.641 -0.251 2.612
H -0.684 -0.867 0.099
H -0.107 0.849 -0.364
Cl 3.877 -4.020 5.063
C 3.034 -2.523 4.570
C 1.548 -2.502 5.066
Cl 1.341 -2.473 6.780
H 3.200 -2.382 3.502
H 3.428 -1.635 5.064
H 1.069 -3.434 4.766
H 1.064 -1.620 4.649
Cl -0.072 4.555 3.574
C -0.873 5.430 4.988
C -1.401 4.453 6.040
Cl -2.199 5.295 7.334
H -1.553 6.190 4.603
H -0.154 6.067 5.503
H -0.566 3.960 6.539
H -1.989 3.598 5.705
C 5.565 -4.696 -5.188
C 5.422 -3.724 -6.177
C 4.755 -2.505 -5.866
C 4.095 -2.378 -4.553
C 4.122 -3.419 -3.604
C 4.894 -4.504 -3.929
N 3.403 -1.078 -4.156
O 3.462 -0.034 -4.787
O 2.852 -1.081 -3.104
H 6.194 -5.571 -5.264
H 5.838 -3.960 -7.146
H 4.483 -1.722 -6.558
H 3.704 -3.248 -2.623
H 5.003 -5.279 -3.185
C 2.452 3.218 -5.389
C 3.564 3.877 -5.935
C 3.754 5.223 -5.829
C 2.829 5.958 -5.084
C 1.657 5.353 -4.626
C 1.522 3.955 -4.765
N 3.047 7.416 -4.747
O 2.035 8.002 -4.340
O 4.096 7.978 -4.964
H 2.397 2.181 -5.684
H 4.399 3.265 -6.242
H 4.754 5.571 -6.041
H 0.827 5.923 -4.234
H 0.574 3.504 -4.511
C -2.532 3.945 -1.536
C -3.154 4.928 -0.747
C -3.331 6.164 -1.229
C -2.804 6.627 -2.467
C -2.132 5.673 -3.177
C -2.040 4.315 -2.763
N -2.874 8.012 -3.000
O -3.032 8.900 -2.166
O -2.662 8.266 -4.136
H -2.385 2.951 -1.140
H -3.544 4.581 0.199
H -3.975 6.866 -0.719
H -1.808 5.858 -4.190
H -1.620 3.600 -3.455
C -5.384 -4.984 5.944
C -6.612 -4.380 5.838
C -6.651 -3.040 5.379
C -5.497 -2.378 5.069
C -4.252 -3.003 5.275
C -4.259 -4.242 5.732
N -5.542 -0.908 4.909
O -6.636 -0.315 4.980
O -4.522 -0.257 4.718
H -5.373 -6.034 6.195
H -7.453 -4.931 6.233
H -7.628 -2.624 5.183
H -3.372 -2.398 5.435
H -3.324 -4.775 5.819
C 5.014 2.206 -1.784
C 6.358 1.960 -1.871
C 7.188 3.038 -2.134
C 6.614 4.320 -2.411
C 5.231 4.429 -2.425
C 4.394 3.408 -2.100
N 7.481 5.478 -2.625
O 6.979 6.585 -2.428
O 8.681 5.282 -2.726
H 4.286 1.559 -1.317
H 6.714 1.027 -1.460
H 8.250 2.851 -2.177
H 4.849 5.428 -2.576
H 3.315 3.406 -2.058
C 1.575 -7.707 -1.097
C 0.444 -6.913 -1.270
C 0.547 -5.555 -1.097
C 1.628 -5.056 -0.396
C 2.747 -5.878 -0.253
C 2.777 -7.248 -0.687
N 1.694 -3.601 -0.045
O 2.655 -3.274 0.697
O 0.846 -2.767 -0.466
H 1.352 -8.759 -1.193
H -0.465 -7.155 -1.800
H -0.281 -4.891 -1.300
H 3.654 -5.548 0.232
H 3.586 -7.938 -0.501
C 0.134 -7.245 3.564
C 1.052 -6.277 3.162
C 0.520 -5.024 2.719
C -0.925 -4.837 2.662
C -1.766 -5.910 3.081
C -1.206 -7.119 3.486
N -1.577 -3.570 2.288
O -1.118 -2.626 1.615
O -2.713 -3.418 2.683
H 0.594 -8.096 4.044
H 2.128 -6.199 3.211
H 1.120 -4.181 2.410
H -2.836 -5.769 3.076
H -1.872 -7.931 3.738
C -3.563 -5.193 -0.308
C -4.764 -4.580 -0.186
C -5.910 -5.464 -0.265
C -5.787 -6.812 -0.331
C -4.508 -7.377 -0.331
C -3.432 -6.587 -0.273
N -6.974 -7.669 -0.272
O -6.855 -8.707 0.297
O -8.002 -7.242 -0.837
H -2.653 -4.640 -0.489
H -4.966 -3.520 -0.219
H -6.903 -5.040 -0.296
H -4.268 -8.421 -0.194
H -2.525 -7.174 -0.287
C 5.558 0.119 3.630
C 5.932 -1.233 3.612
C 5.972 -1.928 2.429
C 5.629 -1.223 1.190
C 5.360 0.103 1.247
C 5.212 0.766 2.510
N 5.481 -1.998 -0.115
O 5.045 -1.379 -1.083
O 5.717 -3.211 -0.183
H 5.520 0.792 4.474
H 6.252 -1.794 4.477
H 6.159 -2.991 2.390
H 5.101 0.733 0.409
H 4.984 1.820 2.582
C -4.440 -0.301 -3.905
C -3.788 0.901 -3.791
C -3.840 1.816 -4.912
C -4.591 1.486 -6.060
C -5.305 0.265 -6.162
C -5.235 -0.625 -5.016
N -4.757 2.438 -7.218
O -4.499 3.612 -6.939
O -5.041 1.927 -8.320
H -4.379 -0.945 -3.040
H -3.223 1.182 -2.915
H -3.204 2.687 -4.868
H -5.771 -0.040 -7.087
H -5.779 -1.545 -5.168
C -0.211 -3.392 -3.873
C -1.479 -3.272 -3.254
C -2.260 -4.424 -3.282
C -1.859 -5.582 -3.942
C -0.629 -5.605 -4.632
C 0.226 -4.546 -4.508
N -2.840 -6.762 -4.074
O -2.382 -7.728 -4.670
O -4.022 -6.579 -3.740
H 0.552 -2.631 -3.808
H -1.805 -2.465 -2.614
H -3.249 -4.247 -2.885
H -0.172 -6.491 -5.049
H 1.208 -4.571 -4.956
C 1.695 7.997 -0.482
C 0.786 7.057 0.063
C 1.270 5.884 0.580
C 2.657 5.693 0.737
C 3.597 6.561 0.103
C 3.085 7.682 -0.464
N 3.135 4.532 1.522
O 4.355 4.585 1.783
O 2.540 3.469 1.655
H 1.426 8.942 -0.930
H -0.245 7.360 -0.041
H 0.459 5.259 0.922
H 4.650 6.325 0.154
H 3.759 8.408 -0.895
C 1.875 3.959 7.696
C 2.604 5.085 8.020
C 3.839 5.377 7.407
C 4.184 4.647 6.288
C 3.272 3.676 5.796
C 2.240 3.297 6.564
N 5.375 4.964 5.517
O 5.349 4.927 4.328
O 6.379 5.332 6.082
H 0.926 3.710 8.149
H 2.176 5.630 8.848
H 4.548 6.160 7.635
H 3.428 3.099 4.897
H 1.587 2.494 6.255
C -8.133 0.798 -0.646
C -8.556 2.079 -0.356
C -7.758 2.939 0.393
C -6.525 2.505 0.838
C -6.035 1.185 0.503
C -6.912 0.307 -0.120
N -5.658 3.334 1.768
O -4.522 3.040 1.935
O -6.150 4.419 2.038
H -8.827 0.092 -1.079
H -9.472 2.448 -0.794
H -8.129 3.903 0.706
H -5.157 0.809 1.007
H -6.572 -0.717 -0.074
```

Computed properties:
HOMO = -9.7 eV
total charge = 0

---

Entry 7:
This record from the OMol25 dataset describes a single C8H16 molecule. The level of theory is ωB97M-V/def2-TZVPD.

The geometry in XYZ format:
```
24
C8H16 | the OMol25 dataset | ωB97M-V/def2-TZVPD
C 0.133 -1.070 -0.535
C -0.985 1.287 0.179
C -0.840 0.102 -0.803
C 0.217 -1.549 0.910
C -1.756 0.931 1.452
C 0.321 2.001 0.512
C 1.520 -0.800 -1.075
C 2.115 -1.565 -2.001
H -0.276 -1.916 -1.108
H -1.612 2.020 -0.348
H -1.842 -0.333 -0.928
H -0.598 0.525 -1.789
H 2.063 0.056 -0.681
H 0.722 -0.827 1.559
H -0.779 -1.754 1.314
H 0.788 -2.483 0.972
H -2.133 1.842 1.932
H -2.621 0.297 1.229
H -1.133 0.419 2.189
H 0.845 2.302 -0.401
H 0.120 2.909 1.092
H 0.993 1.378 1.108
H 3.115 -1.336 -2.357
H 1.624 -2.438 -2.422
```

Computed properties:
HOMO = -9.6 eV
energy relative to the best compared isomer or geometry (same formula, charge and spin) = 13.9 kJ/mol
total charge = 0
SMILES = C=C[C@@H](C)CC(C)C

---

Entry 8:
This record from the OMol25 dataset describes a single C2H5NO2 molecule in a non-equilibrium geometry. The level of theory is ωB97M-V/def2-TZVPD.

The geometry in XYZ format:
```
10
C2H5NO2 | the OMol25 dataset | ωB97M-V/def2-TZVPD
C -0.514 -0.357 0.383
C 0.508 -0.586 -0.582
H -1.677 -1.164 1.673
H 0.236 0.002 1.173
H -1.159 0.730 0.244
H 0.556 -1.527 -1.245
H 1.267 2.336 -1.030
N 1.237 0.336 -0.981
O -1.402 -1.491 0.715
O 0.948 1.721 -0.351
```

Computed properties:
HOMO = -10.2 eV
energy relative to the best compared isomer or geometry (same formula, charge and spin) = 427.8 kJ/mol
total charge = 0
SMILES = OC/C=N\O

---

Entry 9:
This record from the OMol25 dataset describes a single C4H7NO2 molecule. The level of theory is ωB97M-V/def2-TZVPD.

The geometry in XYZ format:
```
14
C4H7NO2 | the OMol25 dataset | ωB97M-V/def2-TZVPD
O -1.434 -0.479 1.228
C -0.989 0.061 -0.006
C -0.119 1.297 0.276
O 1.285 1.140 0.023
C 1.769 -0.117 -0.064
N 1.149 -1.172 -0.390
C -0.234 -0.991 -0.817
H -0.684 -0.936 1.635
H -1.903 0.364 -0.529
H -0.416 2.191 -0.277
H -0.258 1.470 1.343
H 2.833 -0.141 0.167
H -0.235 -0.746 -1.886
H -0.764 -1.942 -0.704
```

Computed properties:
HOMO = -9.8 eV
energy relative to the best compared isomer or geometry (same formula, charge and spin) = 158.7 kJ/mol
total charge = 0
SMILES = O[C@@H]1CN=COC1

---

Entry 10:
This record from the OMol25 dataset describes a molecular structure, C42H33AsIrO3PS3. The level of theory is ωB97M-V/def2-TZVPD.

The geometry in XYZ format:
```
84
C42H33AsIrO3PS3 | the OMol25 dataset | ωB97M-V/def2-TZVPD
Ir 0.786 0.761 1.102
S 2.851 0.734 1.955
C 3.514 -0.760 1.270
C 4.805 -1.135 1.618
C 5.365 -2.291 1.090
C 4.637 -3.088 0.216
C 3.344 -2.729 -0.132
C 2.779 -1.566 0.389
S 1.139 -1.131 -0.079
H 5.373 -0.517 2.301
H 6.373 -2.569 1.366
H 5.072 -3.988 -0.194
H 2.769 -3.345 -0.810
O -1.102 0.210 2.216
S -2.239 0.822 1.464
O -2.520 2.182 1.816
O -2.054 0.545 0.028
C -3.620 -0.182 1.904
C -4.520 0.218 2.872
C -5.594 -0.613 3.169
C -5.762 -1.814 2.493
C -4.858 -2.201 1.510
C -3.779 -1.377 1.214
P -2.606 -1.819 -0.081
C -3.374 -1.790 -1.688
C -3.898 -2.956 -2.254
C -4.522 -2.894 -3.488
C -4.621 -1.681 -4.158
C -4.097 -0.525 -3.598
C -3.469 -0.568 -2.364
C -1.880 -3.384 0.292
C -1.810 -3.805 1.627
C -1.124 -4.964 1.945
C -0.495 -5.696 0.947
C -0.538 -5.267 -0.376
C -1.211 -4.107 -0.706
H -4.378 1.164 3.375
H -6.308 -0.315 3.924
H -6.607 -2.449 2.721
H -5.001 -3.132 0.975
H -3.830 -3.901 -1.730
H -4.935 -3.793 -3.926
H -5.107 -1.640 -5.124
H -4.171 0.417 -4.125
H -3.049 0.328 -1.930
H -2.286 -3.226 2.408
H -1.076 -5.294 2.973
H 0.041 -6.601 1.200
H -0.038 -5.838 -1.148
H -1.218 -3.757 -1.731
C 1.595 6.879 0.913
C 1.303 6.668 -0.430
C 1.132 5.379 -0.907
C 1.260 4.299 -0.037
C 1.549 4.509 1.304
C 1.718 5.804 1.779
As 1.024 2.512 -0.706
C -0.439 2.705 -1.954
C -0.323 2.364 -3.295
C -1.426 2.488 -4.134
C -2.631 2.955 -3.632
C -2.740 3.305 -2.291
C -1.647 3.178 -1.450
C 2.590 2.177 -1.776
C 3.651 3.074 -1.782
C 4.796 2.783 -2.511
C 4.884 1.601 -3.230
C 3.827 0.700 -3.218
C 2.683 0.983 -2.488
H 1.724 7.887 1.284
H 1.205 7.509 -1.103
H 0.895 5.216 -1.952
H 1.644 3.668 1.982
H 1.940 5.969 2.824
H 0.619 2.016 -3.698
H -1.334 2.233 -5.182
H -3.486 3.060 -4.289
H -3.677 3.675 -1.897
H -1.746 3.434 -0.402
H 3.592 3.997 -1.219
H 5.621 3.482 -2.513
H 5.778 1.377 -3.797
H 3.896 -0.227 -3.774
H 1.871 0.267 -2.468
```

Computed properties:
HOMO (alpha / beta) = -9.6 / -10.9 eV
energy relative to the best compared isomer or geometry (same formula, charge and spin) = 46.3 kJ/mol
spin multiplicity = 6
total charge = +1

---

Entry 11:
This record from the OMol25 dataset describes a molecular structure, C4H5NaO2 in a non-equilibrium geometry. The level of theory is ωB97M-V/def2-TZVPD.

The geometry in XYZ format:
```
12
C4H5NaO2 | the OMol25 dataset | ωB97M-V/def2-TZVPD
C -1.362 1.102 0.838
C -0.375 0.233 0.186
C 0.884 -0.158 0.320
C 1.686 -0.741 -0.741
O 1.474 -1.840 -1.246
Na 2.391 -3.586 -3.086
H -0.941 2.123 0.886
H -1.486 0.749 1.880
H 1.024 -0.481 1.393
H 2.497 -0.106 -1.143
O -2.576 1.076 0.128
H -3.215 1.629 0.585
```

Computed properties:
HOMO (alpha / beta) = -11.5 / -12.9 eV
energy relative to the best compared isomer or geometry (same formula, charge and spin) = 43.8 kJ/mol
spin multiplicity = 2
total charge = +1

---

no.,electronic energy (a.u.)
1,-496.96023
2,-1502.33368
3,-288.59137
4,-345.65230
5,-394.75932
6,-9111.65413
7,-314.38923
8,-284.30444
9,-361.82042
10,-5721.75121
11,-467.84968